No. 1
# C26H81N6O11

A cluster of 11 separate species, C26H81N6O11 in total at a distorted geometry (wB97M-V/def2-TZVPD, the OMol25 dataset).

The geometry in XYZ format:
```
124
Properties=species:S:1:pos:R:3:forces:R:3:mulliken_charge:R:1
O -7.36801 -8.67538 -5.37231 0.782 -0.064 0.580 -0.535
H -7.07875 -9.37788 -5.95920 0.586 -0.708 -0.970 0.465
H -7.86210 -9.08788 -4.66005 -0.443 -0.303 0.975 0.456
H -7.94574 -8.07690 -5.85153 -0.896 1.368 -1.151 0.446
O -12.67081 -7.91762 -4.48600 -0.553 -0.371 -0.033 -0.466
H -12.30933 -7.78866 -5.36595 0.208 0.277 -1.503 0.459
H -12.09340 -8.51813 -4.00894 0.427 -0.719 0.652 0.464
H -12.72374 -7.07277 -4.03321 -0.225 1.029 0.523 0.471
C -9.53740 -6.01160 -10.88875 1.205 -0.679 -1.535 -0.793
C -9.81890 -5.47679 -9.53619 -0.914 0.003 1.723 -0.158
O -9.84135 -6.32739 -8.45474 0.282 -0.570 0.488 -0.842
H -8.77576 -5.34526 -11.29374 -0.305 0.159 -0.792 0.232
H -10.38478 -6.12702 -11.56458 -0.101 0.320 0.053 0.251
H -9.02051 -6.96935 -10.94912 -0.084 -0.309 0.663 0.247
H -10.80281 -5.00790 -9.54907 -0.784 0.399 -0.317 0.110
H -9.19281 -4.59064 -9.43204 0.676 0.262 0.557 0.199
C 1.60590 -8.92242 -8.19172 1.511 0.276 0.290 -1.511
C 0.63078 -9.49640 -9.18701 -1.413 1.439 0.076 0.848
C -0.73734 -8.66765 -9.07074 0.724 -0.753 1.624 -0.958
O -1.79679 -9.34172 -9.65301 -0.852 -1.284 -1.187 -0.341
C -2.68090 -8.61181 -10.46326 0.101 0.990 0.868 -0.732
N 1.14216 -9.42922 -10.53505 0.542 0.468 -0.682 -0.693
H 1.96322 -7.90696 -8.36279 -0.863 0.442 -0.176 0.353
H 2.58490 -9.39711 -8.25751 -0.056 -0.746 -0.059 0.375
H 1.29712 -9.03833 -7.15282 -0.245 0.061 -0.071 0.354
H 0.49457 -10.53433 -8.88331 -0.756 -0.107 0.137 0.142
H -0.71817 -7.59199 -9.24601 0.644 0.057 -1.291 0.492
H -1.05694 -8.58926 -8.03160 0.672 -0.471 0.790 0.360
H -2.09343 -8.03677 -11.17902 -0.401 -0.326 -0.759 0.342
H -3.21039 -7.85412 -9.88564 0.010 0.404 0.471 0.299
H -3.51707 -9.22561 -10.79820 0.686 -0.367 -0.625 0.241
H 1.87537 -10.09794 -10.72298 0.094 -0.022 0.227 0.225
H 0.48164 -9.52281 -11.29337 -0.414 -0.054 0.370 0.204
C -10.68728 -13.31863 -10.42074 -0.804 -1.192 -1.313 -1.225
C -9.60803 -12.39011 -10.83806 0.606 1.722 -0.374 0.345
C -9.67720 -11.68245 -12.18668 -1.460 -1.738 -1.191 -0.786
O -10.96446 -11.09280 -12.33370 -0.675 -0.115 -0.402 -0.304
C -11.40248 -10.95635 -13.71796 0.823 0.595 1.422 -0.764
N -9.69745 -11.36534 -9.87748 0.761 2.391 2.993 -0.820
H -11.60630 -12.79178 -10.16395 0.119 0.129 -0.039 0.287
H -10.38665 -13.92448 -9.56595 0.034 -0.028 -0.191 0.362
H -10.92245 -13.92132 -11.29798 -0.232 -0.639 0.262 0.316
H -8.62012 -12.84846 -10.79273 0.060 -0.234 0.124 0.379
H -9.58946 -12.47349 -12.93143 0.224 -0.032 -0.571 0.370
H -8.87493 -10.96329 -12.35178 0.139 0.122 0.281 0.402
H -11.32339 -11.91396 -14.23257 0.231 0.162 -0.223 0.315
H -10.78515 -10.13897 -14.09065 0.130 -0.343 -0.864 0.315
H -12.42898 -10.59479 -13.77842 -0.035 -0.224 0.518 0.237
H -10.56614 -10.85295 -9.93175 -0.474 -0.409 -0.192 0.299
H -9.04035 -10.60840 -10.00138 0.571 -0.094 -0.178 0.275
C -4.99936 -4.67407 -17.68483 1.021 0.240 -0.132 -1.439
C -4.32895 -3.98625 -16.45581 -3.695 0.812 -0.885 0.418
C -5.41177 -3.26293 -15.62843 -0.037 -0.858 0.235 -0.688
O -5.04919 -3.06105 -14.26421 0.052 -0.489 -0.133 -0.344
C -4.00527 -2.10699 -14.02481 -1.493 -0.311 -0.984 -0.685
N -3.76998 -5.04209 -15.70461 1.760 -0.119 0.240 -0.678
H -4.19894 -5.22689 -18.17657 0.292 0.355 -0.476 0.359
H -5.42821 -3.95400 -18.38173 -0.111 -0.126 -0.062 0.362
H -5.66009 -5.51738 -17.48389 -0.502 0.539 0.692 0.385
H -3.74384 -3.14906 -16.83640 1.129 -0.382 -0.072 0.221
H -6.27188 -3.93225 -15.61091 -0.171 0.126 0.296 0.380
H -5.70548 -2.34968 -16.14595 -0.016 0.329 0.128 0.326
H -3.39080 -2.05913 -14.92383 0.555 0.124 0.323 0.324
H -3.47662 -2.41650 -13.12323 0.066 0.256 -0.178 0.221
H -4.55086 -1.16821 -13.92925 0.609 0.451 0.384 0.259
H -2.86536 -5.08515 -16.15174 0.602 -1.058 0.346 0.293
H -3.58565 -4.75123 -14.75512 -0.071 0.113 0.293 0.282
C -17.04858 -4.40723 -16.35015 -0.609 -0.535 -0.712 -1.249
C -17.04281 -5.57512 -15.39453 0.320 -1.271 -0.707 0.179
C -17.45152 -6.93075 -16.16052 -0.243 2.112 1.462 -0.604
O -18.61691 -6.71205 -16.89814 0.777 -0.304 0.616 -0.282
C -18.99125 -7.86755 -17.57909 -1.623 0.842 -1.625 -0.806
N -15.63372 -5.71462 -15.00678 0.077 -0.123 -0.086 -0.736
H -16.48726 -4.72238 -17.22974 0.358 0.228 -0.122 0.263
H -16.59095 -3.51841 -15.91579 -0.266 -0.058 -0.036 0.361
H -18.05868 -4.27425 -16.73759 -0.024 0.507 0.208 0.342
H -17.69395 -5.34866 -14.55021 0.037 -0.372 0.121 0.423
H -17.60685 -7.71520 -15.41982 0.056 -0.280 0.170 0.348
H -16.64962 -7.23021 -16.83532 0.348 0.047 -0.081 0.309
H -18.25546 -8.33263 -18.23514 0.696 -0.008 0.443 0.344
H -19.67401 -7.39655 -18.28628 -0.626 -0.801 -0.232 0.265
H -19.51999 -8.61399 -16.98631 0.164 -0.024 0.282 0.290
H -15.28371 -6.09113 -15.87617 1.015 0.198 -0.109 0.303
H -15.41883 -6.44821 -14.34664 -0.454 -0.161 0.413 0.249
C -9.61092 0.33415 -13.29964 0.649 0.702 -0.538 -1.487
C -10.02990 -0.21083 -11.94986 0.017 -0.952 0.702 0.744
C -9.76676 0.74798 -10.72236 -1.677 -0.609 -2.134 -0.749
O -8.46936 1.19746 -10.65992 0.711 2.069 0.653 -0.328
C -7.51277 0.36295 -10.11287 0.555 -2.293 -0.759 -0.667
N -11.45468 -0.59450 -11.95377 -0.266 0.092 0.502 -0.790
H -8.72296 0.96453 -13.25228 0.147 -0.021 0.419 0.345
H -10.33986 0.97679 -13.79334 -0.488 0.009 0.434 0.384
H -9.35114 -0.39419 -14.06785 -0.174 -0.542 0.328 0.362
H -9.51487 -1.13726 -11.69574 0.798 -0.036 -0.464 0.211
H -10.15626 0.30228 -9.80709 0.223 -0.234 0.232 0.304
H -10.43942 1.56406 -10.98626 0.263 0.579 0.470 0.338
H -7.61766 -0.00737 -9.09308 -0.759 0.423 0.380 0.281
H -6.47126 0.67905 -10.17154 -0.342 0.989 -0.301 0.287
H -7.53915 -0.52311 -10.74714 0.353 -0.629 0.155 0.253
H -11.54841 -1.30594 -11.24302 -0.259 0.092 0.566 0.246
H -11.71232 -1.14193 -12.76250 0.262 0.327 -0.645 0.268
C -12.57972 1.69456 -1.84579 -1.110 -0.950 0.973 -1.488
C -12.38342 1.15331 -3.27696 0.719 1.634 1.767 0.684
C -13.46576 0.19823 -3.74989 -0.677 2.579 0.644 -0.795
O -13.01183 -0.37064 -4.88836 1.517 -2.270 -1.263 -0.281
C -14.05154 -0.81066 -5.71762 0.206 0.236 -0.245 -0.771
N -12.28848 2.38846 -4.10852 -0.509 -1.127 -0.290 -0.778
H -12.89410 0.93383 -1.13125 -0.015 -0.709 -0.160 0.376
H -13.42498 2.37897 -1.77351 0.217 0.396 -0.421 0.360
H -11.73459 2.10477 -1.29299 0.342 0.382 -0.820 0.369
H -11.40708 0.66881 -3.28910 -0.058 -0.637 -0.111 0.217
H -14.30801 0.80043 -4.09059 -0.525 0.643 0.571 0.396
H -13.88511 -0.45663 -2.98607 0.462 -0.510 0.195 0.336
H -14.81793 -1.35999 -5.17081 -0.139 -0.032 0.136 0.312
H -13.63224 -1.46870 -6.47872 -0.034 0.214 -0.088 0.221
H -14.46356 0.10653 -6.13843 -0.557 -0.255 -0.476 0.352
H -11.36357 2.76975 -3.96973 0.100 0.216 0.028 0.248
H -12.30700 2.06714 -5.06587 0.074 0.182 -0.451 0.242
O -8.90000 -3.32284 -4.93384 0.029 -0.237 0.320 -0.649
H -9.18907 -3.86291 -5.66936 -0.036 -0.143 -0.375 0.323
H -9.05961 -2.42326 -5.21933 -0.032 0.276 -0.038 0.318
O -14.34477 -6.53156 -8.34209 0.028 -0.243 0.403 -0.663
H -15.03318 -5.87516 -8.44914 -0.240 0.134 -0.071 0.328
H -13.54893 -6.09683 -8.64850 0.370 0.075 -0.225 0.337
```
Forces are in eV/Å.

Frontier orbital gap, Eh: 0.1093
Calculated total energy, Eh: -2194.54488
F_max, eV/A: 3.9
LUMO, eV: -5.41
Charge: +1
Highest occupied orbital energy, eV: -8.39

---

No. 2
# C22H49BF6N4O7

A cluster of 4 separate species, C22H49BF6N4O7 in total (wB97M-V/def2-TZVPD, the OMol25 dataset).

The geometry in XYZ format:
```
89
Properties=species:S:1:pos:R:3:forces:R:3:mulliken_charge:R:1
C -2.37065 4.62359 4.15210 0.129 0.121 0.006 -1.426
C -2.24526 4.38804 2.64862 -0.012 -0.022 0.111 0.122
C -0.81959 4.07279 2.24617 0.430 0.172 0.026 -0.404
F -0.01471 5.15081 2.61571 -0.055 -0.032 0.036 -0.467
N -0.61450 3.78350 0.84136 -0.485 -0.318 -0.113 0.875
C -0.53234 2.36371 0.47048 0.014 -0.125 0.096 -0.066
C 0.81185 1.95455 -0.12878 0.020 -0.012 -0.078 -1.298
C 1.88547 1.53451 0.87839 -0.123 0.093 -0.003 -1.028
C 2.63346 2.67837 1.55757 0.002 0.019 -0.007 1.334
F 2.11705 2.89553 2.79821 -0.079 -0.029 0.080 -0.367
F 2.50689 3.83879 0.88223 0.052 0.076 -0.069 -0.315
C 4.17758 2.43392 1.74990 0.083 -0.204 -0.092 0.431
F 4.89571 3.19157 0.91814 -0.124 -0.142 0.154 -0.260
F 4.48579 1.14270 1.48041 0.101 0.248 0.213 -0.276
F 4.56348 2.68461 3.00000 0.000 0.011 -0.206 -0.271
C -1.41942 4.54527 -0.02706 0.483 0.196 0.320 0.151
O -2.33897 4.14202 -0.67709 -0.181 -0.243 -0.425 -0.591
O -0.98234 5.81640 -0.09116 -0.287 0.088 -0.151 -0.376
B -1.83244 6.89692 -0.33166 -0.177 0.024 -0.268 0.744
O -3.10011 6.90493 0.21329 0.330 -0.055 0.532 -0.462
O -1.32126 7.89908 -1.09780 0.474 -0.026 0.629 -0.466
C -1.41851 9.24245 -0.63813 -0.259 0.142 -0.298 -0.727
H -3.41345 4.57047 4.46916 0.084 -0.004 0.015 0.415
H -1.97777 5.60566 4.42343 -0.038 -0.072 -0.021 0.318
H -1.78918 3.88842 4.71666 -0.150 -0.034 -0.025 0.338
H -2.58709 5.27137 2.10025 -0.061 -0.153 -0.041 0.092
H -2.86482 3.53708 2.34387 0.027 0.105 -0.057 0.285
H -0.45227 3.20688 2.80430 0.020 0.095 -0.045 0.598
H -1.30953 2.14174 -0.25678 -0.041 0.046 0.131 -0.541
H -0.73103 1.73847 1.34847 -0.102 0.074 -0.079 0.723
H 1.18136 2.75337 -0.77642 -0.031 -0.085 0.000 0.361
H 0.62519 1.08310 -0.76343 0.006 0.057 0.037 0.527
H 2.60007 0.87249 0.39340 -0.060 0.060 -0.013 0.479
H 1.40410 0.97265 1.68565 0.213 -0.116 -0.071 0.350
H -3.27651 7.62402 0.82836 -0.170 0.094 -0.311 0.295
H -0.57183 9.79384 -1.04661 -0.084 -0.035 0.013 0.227
H -1.36927 9.30851 0.45364 -0.003 -0.045 -0.060 0.326
H -2.34776 9.70367 -0.98676 0.074 -0.015 0.051 0.299
C -3.43985 0.84891 -1.35724 0.010 -0.021 -0.032 -0.862
O -2.52864 -0.09338 -0.81564 -0.032 0.088 -0.052 -0.227
C -3.05981 -0.95456 0.17187 0.090 -0.035 0.088 -0.714
C -3.82962 -2.16470 -0.37293 -0.030 0.022 -0.074 0.266
C -5.23672 -1.83375 -0.86100 -0.013 -0.018 0.019 -1.521
N -3.10813 -2.86211 -1.43443 0.058 0.065 0.006 -0.526
H -4.14897 1.19286 -0.59796 -0.007 0.011 -0.003 0.346
H -3.99607 0.43836 -2.20380 -0.028 -0.014 0.038 0.235
H -2.86851 1.70748 -1.70455 0.009 0.013 0.003 0.320
H -2.19070 -1.32453 0.72335 0.007 0.004 -0.016 0.324
H -3.68235 -0.38347 0.87500 -0.025 -0.008 -0.020 0.441
H -3.92659 -2.86040 0.46741 0.009 0.018 0.022 0.439
H -5.21250 -1.32654 -1.82589 0.007 0.013 0.010 0.276
H -5.80839 -2.75190 -0.99112 0.015 -0.006 -0.023 0.380
H -5.76676 -1.19534 -0.15162 0.008 0.003 -0.002 0.372
H -2.21216 -3.20461 -1.10155 -0.053 -0.142 -0.018 0.162
H -2.87686 -2.18703 -2.15820 -0.039 -0.034 -0.028 0.302
C 0.39023 -3.74701 -2.84365 -0.030 0.022 0.007 -0.733
O -0.66301 -4.65865 -2.60141 0.135 0.046 0.064 -0.324
C -1.28174 -5.20501 -3.75114 -0.123 0.002 0.015 -0.785
C -0.56336 -6.42146 -4.34488 0.063 -0.029 0.003 0.382
C 0.70408 -6.07785 -5.11925 0.005 -0.002 -0.023 -1.425
N -0.24795 -7.44041 -3.34236 -0.073 0.049 0.053 -0.734
H 0.20323 -3.15816 -3.74776 0.008 0.010 0.004 0.394
H 1.35728 -4.24627 -2.94599 -0.005 -0.004 -0.028 0.213
H 0.44295 -3.07031 -1.99021 0.004 0.000 0.004 0.252
H -2.27601 -5.51408 -3.42083 0.010 0.020 0.034 0.348
H -1.41491 -4.42261 -4.51053 0.025 -0.023 -0.023 0.427
H -1.27096 -6.87184 -5.04899 -0.015 0.032 -0.010 0.409
H 1.52674 -5.83479 -4.44562 -0.012 0.016 0.009 0.282
H 1.01722 -6.93254 -5.71756 0.010 -0.012 0.025 0.351
H 0.54498 -5.22910 -5.78695 0.001 0.002 0.005 0.347
H -1.10341 -7.77233 -2.90852 0.002 -0.035 -0.036 0.287
H 0.27479 -6.99738 -2.59202 0.030 -0.020 -0.024 0.304
C 2.92813 -4.24299 1.02469 -0.045 0.033 -0.021 -0.543
O 3.21565 -2.86850 0.85910 0.021 -0.021 -0.001 -0.349
C 3.56074 -2.16842 2.04032 -0.039 0.073 0.046 0.129
C 5.03268 -2.28339 2.45683 0.061 -0.086 -0.033 0.298
C 5.39389 -3.62047 3.09527 0.001 0.004 0.029 -1.527
N 5.95774 -2.01670 1.35513 -0.111 0.063 -0.059 -0.741
H 2.42200 -4.42819 1.97780 -0.004 -0.013 0.002 0.335
H 3.82641 -4.86312 0.97842 0.010 0.001 0.028 0.247
H 2.26381 -4.53675 0.21231 0.002 0.002 -0.002 0.099
H 3.35184 -1.11794 1.82694 -0.006 -0.019 -0.049 -0.400
H 2.89993 -2.47518 2.86321 0.040 -0.027 0.017 0.468
H 5.19474 -1.50417 3.20904 -0.053 0.014 0.001 0.429
H 5.47391 -4.40953 2.34699 -0.020 0.000 -0.012 0.290
H 6.36122 -3.54449 3.59018 0.012 -0.002 -0.026 0.370
H 4.65081 -3.92289 3.83564 -0.003 -0.001 -0.005 0.347
H 5.81704 -1.07338 1.00752 0.051 0.018 0.049 0.280
H 5.71456 -2.62522 0.57850 0.041 -0.026 0.022 0.315
```
Forces are in eV/Å.

Frontier orbital gap, Eh: 0.3508
Calculated total energy, Eh: -2237.50438
F_max, eV/A: 0.8
LUMO, eV: 0.38
Structure (SMILES): CC[C@H](F)N(CCCC(F)(F)C(F)(F)F)C(=O)OB(O)OC.COC[C@@H](C)N.COC[C@@H](C)N.COC[C@@H](C)N
Highest occupied orbital energy, eV: -9.16